(1)
{
  "formula": "C51H43Co2NO6P",
  "method": "ωB97M-V with the def2-TZVPD basis set",
  "symbols": ["C", "O", "C", "C", "C", "C", "C", "C", "N", "C", "C", "C", "C", "C", "C", "C", "C", "C", "C", "C", "C", "H", "H", "H", "H", "H", "H", "H", "H", "H", "H", "H", "H", "H", "H", "H", "H", "H", "H", "H", "H", "H", "O", "C", "Co", "C", "O", "C", "O", "C", "C", "C", "C", "C", "C", "C", "C", "C", "Co", "C", "O", "C", "O", "P", "C", "C", "C", "C", "C", "C", "C", "C", "C", "C", "C", "C", "C", "C", "C", "C", "C", "C", "H", "H", "H", "H", "H", "H", "H", "H", "H", "H", "H", "H", "H", "H", "H", "H", "H", "H", "H", "H", "H", "H"],
  "positions_angstrom": [[-5.81061, 7.64895, 2.56232], [-6.23991, 6.55104, 1.79341], [-6.10907, 5.30256, 2.41475], [-6.46003, 4.17444, 1.66673], [-6.33520, 2.90854, 2.18023], [-5.82866, 2.70459, 3.46836], [-5.61564, 1.35435, 3.97488], [-4.51564, 0.94404, 4.67938], [-4.39140, -0.39067, 5.10184], [-5.26141, -1.48353, 4.60335], [-4.64106, -2.81756, 5.05501], [-3.26728, -2.47495, 5.68223], [-3.09270, -0.95349, 5.54405], [-3.37891, 1.85876, 4.90927], [-2.71596, 2.44892, 3.83294], [-1.67727, 3.32481, 4.04507], [-1.26622, 3.61809, 5.33122], [-1.89322, 3.01891, 6.40605], [-2.94196, 2.14995, 6.20151], [-5.50617, 3.83607, 4.22933], [-5.64749, 5.10112, 3.71795], [-5.86354, 8.54733, 1.94727], [-6.46311, 7.77521, 3.42604], [-4.77795, 7.50602, 2.87927], [-6.81297, 4.32468, 0.66308], [-6.58950, 2.05187, 1.57763], [-6.36312, 0.61869, 3.73509], [-6.27418, -1.34671, 4.99330], [-5.31615, -1.41110, 3.51397], [-5.28754, -3.31859, 5.78611], [-4.53666, -3.51331, 4.21248], [-3.24117, -2.76950, 6.73900], [-2.44749, -3.01697, 5.19214], [-2.33536, -0.69123, 4.79984], [-2.79428, -0.48987, 6.48889], [-3.03390, 2.20973, 2.83146], [-1.17776, 3.77938, 3.20760], [-0.45891, 4.31338, 5.49216], [-1.55439, 3.22830, 7.40772], [-3.44007, 1.69081, 7.03886], [-5.14187, 3.69783, 5.23236], [-5.39324, 5.94841, 4.32572], [3.12050, 3.74331, -1.43718], [2.91511, 2.72841, -1.91403], [2.58392, 1.07632, -2.60639], [0.87267, 0.87434, -3.18034], [-0.19386, 0.71411, -3.54747], [3.44537, 0.69842, -4.14666], [3.95933, 0.42919, -5.12631], [3.66155, -0.22536, -1.45905], [2.26428, -0.19957, -1.03587], [1.85592, 0.79241, -0.01762], [0.55414, 1.25889, 0.07076], [0.26442, 2.52130, 0.66191], [-0.99281, 3.05604, 0.57934], [-2.01900, 2.36017, -0.04061], [-1.77551, 1.11398, -0.60178], [-0.52345, 0.56690, -0.55271], [2.79028, -2.01822, -1.82774], [1.01389, -2.36045, -1.92624], [-0.10978, -2.54223, -1.98031], [3.37292, -2.91353, -0.41048], [3.77993, -3.49034, 0.48649], [3.90953, -2.73858, -3.69531], [2.96643, -2.49711, -5.20945], [3.46836, -2.97331, -6.39912], [2.76929, -2.75965, -7.57369], [1.57195, -2.07332, -7.55055], [1.06706, -1.60844, -6.35381], [1.76286, -1.82829, -5.18040], [5.52812, -1.94071, -3.68975], [6.02992, -1.32768, -4.81469], [7.25398, -0.68668, -4.77016], [7.98165, -0.67969, -3.59747], [7.48023, -1.30030, -2.47222], [6.25091, -1.93276, -2.51758], [4.06140, -4.49225, -3.31822], [5.30561, -5.06816, -3.18883], [5.41580, -6.41393, -2.89168], [4.27763, -7.17716, -2.72991], [3.03227, -6.59580, -2.85954], [2.92381, -5.24867, -3.15438], [4.34268, -0.28699, -0.60614], [2.63541, 1.33441, 0.48794], [1.06759, 3.08665, 1.10090], [-1.17789, 4.04708, 0.95808], [-3.00429, 2.79069, -0.09586], [-2.56782, 0.58554, -1.10669], [-0.33957, -0.39235, -1.01423], [4.40550, -3.50827, -6.40509], [3.16261, -3.12326, -8.50779], [1.03147, -1.89906, -8.46715], [0.13763, -1.06352, -6.32968], [1.36756, -1.46663, -4.24488], [5.43484, -1.30434, -5.71382], [7.63090, -0.18188, -5.64394], [8.94403, -0.19433, -3.56413], [8.04435, -1.28614, -1.55474], [5.84824, -2.41519, -1.64053], [6.18867, -4.46219, -3.31300], [6.38825, -6.86340, -2.77751], [4.36190, -8.22802, -2.50315], [2.14417, -7.18948, -2.72218], [1.95611, -4.78027, -3.24723]],
  "lowdin_charge": [-0.11, -0.10, -0.25, -0.02, -0.04, -0.24, -0.01, -0.19, -0.07, -0.16, -0.16, -0.15, -0.15, -0.20, -0.01, -0.06, -0.08, -0.09, -0.06, -0.03, -0.02, 0.09, 0.09, 0.09, 0.11, 0.11, 0.09, 0.11, 0.11, 0.10, 0.11, 0.10, 0.11, 0.12, 0.10, 0.12, 0.08, 0.10, 0.10, 0.11, 0.11, 0.09, 0.08, -0.15, 0.01, -0.14, 0.12, -0.14, 0.09, -0.20, -0.30, -0.05, -0.25, -0.04, -0.13, -0.11, -0.09, -0.04, -0.08, -0.21, 0.07, -0.21, 0.07, 1.08, -0.35, -0.10, -0.09, -0.09, -0.06, -0.10, -0.35, -0.11, -0.08, -0.10, -0.08, -0.11, -0.35, -0.09, -0.09, -0.11, -0.08, -0.09, 0.05, 0.11, 0.11, 0.09, 0.09, 0.10, 0.08, 0.11, 0.10, 0.10, 0.11, 0.05, 0.09, 0.10, 0.09, 0.10, 0.10, 0.10, 0.10, 0.09, 0.10, 0.10],
  "charge": -1,
  "energy_ev": -151899.0852,
  "homo_lumo_gap_ev": 5.20,
  "lumo_ev": 2.18,
  "homo_ev": -3.027
}

(2)
{
  "formula": "C51H44BF2N4O2PtS4",
  "method": "ωB97M-V with the def2-TZVPD basis set",
  "symbols": ["Pt", "C", "C", "C", "C", "C", "C", "C", "S", "O", "C", "C", "C", "C", "C", "C", "C", "C", "C", "C", "C", "C", "C", "C", "C", "C", "C", "C", "C", "C", "S", "O", "C", "C", "C", "C", "C", "C", "C", "H", "H", "H", "H", "H", "H", "H", "H", "H", "H", "H", "H", "H", "H", "H", "H", "H", "H", "H", "H", "H", "H", "H", "H", "H", "H", "C", "N", "C", "C", "N", "B", "N", "C", "C", "N", "C", "C", "S", "C", "S", "H", "H", "H", "H", "H", "H", "H", "H", "H", "H", "H", "H", "F", "C", "F", "H", "C", "C", "C", "C", "C", "C", "C", "C", "H", "H", "H", "H", "H"],
  "positions_angstrom": [[-1.14345, 1.02263, 1.54830], [6.54874, 4.10577, 0.84636], [5.28620, 3.29657, 0.93168], [4.08995, 3.77307, 0.39833], [2.93012, 3.01889, 0.45885], [2.96322, 1.76021, 1.04153], [4.13721, 1.26972, 1.58650], [5.28550, 2.04193, 1.53702], [1.51246, 0.66321, 1.02944], [1.83208, -0.45545, 1.92634], [1.86535, 0.06761, -0.65886], [1.84101, 0.98156, -1.70226], [2.74893, 0.88021, -2.73899], [3.88400, 0.00947, -2.59389], [5.03545, 0.15985, -3.37542], [6.17388, -0.57391, -3.10312], [6.19130, -1.45652, -2.02882], [5.04982, -1.64700, -1.26622], [3.87655, -0.96577, -1.57038], [2.60292, -1.18355, -0.85632], [2.10389, -2.43604, -0.52161], [2.71364, -3.70631, -0.95310], [3.35206, -3.86275, -2.18784], [3.94071, -5.06076, -2.53637], [3.89159, -6.15207, -1.66872], [3.19767, -6.05161, -0.48715], [2.55702, -4.85087, -0.13085], [1.67169, -4.80037, 0.98356], [0.81396, -3.73121, 1.12655], [0.95731, -2.61178, 0.32988], [-0.37371, -1.42253, 0.29657], [-1.01748, -1.41560, 1.65096], [-1.43299, -2.46909, -0.73095], [-2.17887, -3.48554, -0.16260], [-3.02526, -4.23331, -0.96331], [-3.16903, -3.95245, -2.31927], [-4.14840, -4.70763, -3.17264], [-2.39677, -2.93320, -2.87295], [-1.52465, -2.19538, -2.08882], [6.33394, 5.16035, 0.68247], [7.16638, 3.75554, 0.01668], [7.13767, 4.00545, 1.75746], [4.06328, 4.74797, -0.07303], [2.01163, 3.41814, 0.05516], [4.14236, 0.28777, 2.04427], [6.20320, 1.66467, 1.97138], [1.16463, 1.83023, -1.65272], [2.72725, 1.58903, -3.55639], [5.03130, 0.87724, -4.18724], [7.05768, -0.44945, -3.71438], [7.09170, -2.00937, -1.79648], [5.06584, -2.33511, -0.43152], [3.36893, -3.04331, -2.89085], [4.44507, -5.14766, -3.48949], [4.37131, -7.08189, -1.94304], [3.11001, -6.90527, 0.17336], [1.59181, -5.66158, 1.63345], [0.02115, -3.74980, 1.86407], [-2.10545, -3.67884, 0.90002], [-3.60094, -5.03517, -0.51953], [-4.75735, -5.38195, -2.57312], [-3.62644, -5.30025, -3.92520], [-4.80978, -4.01843, -3.69999], [-2.47849, -2.71908, -3.93221], [-0.91551, -1.41404, -2.53140], [-3.51712, 1.30426, -1.88848], [-3.20447, 2.68301, -1.57548], [-2.68690, 3.60676, -2.45187], [-2.62907, 4.78897, -1.79125], [-3.09031, 4.59224, -0.52233], [-3.16786, 5.65444, 0.61246], [-2.23062, 5.23103, 1.80211], [-2.37752, 5.85036, 3.01750], [-1.44243, 5.36453, 3.86447], [-0.71257, 4.44057, 3.16045], [0.44147, 3.74900, 3.69879], [-1.21766, 4.35914, 1.90218], [-0.54846, 3.32968, 0.68736], [-3.41090, 3.30903, -0.40015], [-4.05347, 2.64043, 1.07771], [-3.58504, 1.19025, -2.96752], [-4.47431, 1.04791, -1.43854], [-2.75653, 0.62838, -1.49800], [-2.40048, 3.35467, -3.45693], [-2.30302, 5.75584, -2.12867], [-4.28694, 5.67625, 1.04039], [-2.78077, 6.69399, 0.16287], [-3.13284, 6.59947, 3.17416], [-1.24416, 5.58640, 4.89779], [0.20269, 3.34046, 4.67826], [1.27769, 4.44128, 3.79698], [0.72975, 2.93644, 3.04033], [-2.51949, 0.05167, 3.92427], [-1.64432, 1.04264, 3.59843], [-0.49022, 0.79409, 4.28593], [-2.06416, 1.98374, 3.97472], [-3.21465, 1.06108, 1.19511], [-3.83741, -0.03600, 1.22719], [-4.77872, -1.05533, 1.31203], [-5.49794, -1.47654, 0.17750], [-6.55241, -2.35278, 0.32157], [-6.89936, -2.83907, 1.57698], [-6.17517, -2.45457, 2.70167], [-5.11987, -1.57707, 2.57878], [-5.22740, -1.09355, -0.79806], [-7.12161, -2.66161, -0.54561], [-7.73118, -3.52322, 1.67842], [-6.44323, -2.83876, 3.67648], [-4.53577, -1.27471, 3.43687]],
  "lowdin_charge": [0.79, -0.04, -0.26, -0.02, -0.10, -0.34, -0.05, -0.02, 0.85, -0.45, -0.32, -0.10, 0.02, -0.17, -0.02, -0.07, -0.05, -0.03, -0.13, -0.09, -0.08, -0.10, -0.03, -0.06, -0.07, -0.02, -0.16, 0.02, -0.06, -0.28, 0.95, -0.52, -0.34, -0.06, -0.02, -0.26, -0.04, -0.04, -0.08, 0.08, 0.09, 0.08, 0.12, 0.04, 0.12, 0.12, 0.11, 0.12, 0.12, 0.11, 0.11, 0.13, 0.12, 0.11, 0.11, 0.12, 0.12, 0.12, 0.12, 0.12, 0.08, 0.09, 0.08, 0.12, 0.11, 0.00, -0.08, -0.02, -0.04, -0.03, -0.42, 0.00, -0.04, -0.03, -0.11, -0.02, -0.64, 0.69, -0.58, 1.06, 0.10, 0.09, 0.08, 0.13, 0.13, 0.08, 0.08, 0.13, 0.13, 0.10, 0.11, 0.04, -0.01, -0.42, -0.01, 0.11, -0.59, -0.05, -0.22, -0.02, -0.07, -0.06, -0.06, 0.00, 0.11, 0.11, 0.11, 0.11, 0.11],
  "charge": 1,
  "multiplicity": 5,
  "energy_ev": -116345.3255,
  "homo_lumo_gap_ev": [5.36, 6.07],
  "lumo_ev": [-3.22, -4.27],
  "homo_ev": [-8.579, -10.342],
  "relative_energy_kj_mol": 0.0
}